DFT (the ωB97M-V functional and the def2-TZVPD basis) results for C34H40IN11OReS2 as an isolated structure.

Atoms and positions in Å:
Re: -0.107152 1.312310 0.126196
C: 0.411076 1.120146 5.834067
N: 0.659565 1.300978 4.403014
C: -0.125200 1.027135 3.365991
N: 0.532036 1.279766 2.234527
C: 1.752716 1.714277 2.676930
N: 1.854281 1.731719 3.975627
C: 1.177636 -0.061259 6.374984
C: 2.025228 0.066533 7.465202
C: 2.715519 -1.040994 7.944974
C: 2.577638 -2.274635 7.333714
C: 1.730645 -2.400840 6.234469
C: 1.029800 -1.297383 5.766350
C: 1.568451 -3.677766 5.551476
N: 2.102491 -4.824081 5.790753
N: 1.617347 -5.694637 4.838409
C: 0.823660 -5.014843 4.087300
O: 0.738416 -3.717441 4.477355
C: 0.038829 -5.425030 2.930572
C: 0.104524 -6.727275 2.438287
C: -0.656728 -7.075097 1.336245
C: -1.476204 -6.136425 0.718803
C: -1.544242 -4.841730 1.212180
C: -2.444860 -3.814457 0.575519
N: -1.697134 -2.636184 0.129955
C: -1.474749 -1.490944 0.757359
N: -0.679826 -0.729146 0.005937
C: -0.440056 -1.507141 -1.099986
N: -1.029820 -2.664478 -1.036880
C: -0.788481 -4.492329 2.319867
H: -0.666347 0.993735 5.952414
H: 0.705783 2.043122 6.330017
H: -1.137651 0.674730 3.462998
H: 2.555576 2.001215 2.022143
H: 2.154240 1.030006 7.941829
H: 3.372312 -0.934919 8.796700
H: 3.116749 -3.140548 7.692176
H: 0.371244 -1.412299 4.913948
H: 0.748177 -7.447610 2.924012
H: -0.610664 -8.083041 0.948297
H: -2.059905 -6.417810 -0.148655
H: -3.212768 -3.463932 1.266596
H: -2.934265 -4.214597 -0.309753
H: -1.880040 -1.242118 1.723339
H: 0.176401 -1.191064 -1.923125
H: -0.837053 -3.489112 2.725488
I: -2.903036 2.101582 1.147599
C: -1.661436 3.749424 0.803761
C: -2.085286 5.047384 0.987878
C: -1.174595 6.062253 0.733907
C: 0.104560 5.731173 0.311696
C: 0.440298 4.402851 0.147010
N: -0.436998 3.412939 0.388439
H: -3.090894 5.255466 1.322752
H: -1.461913 7.095631 0.869452
H: 0.842997 6.493214 0.110533
H: 1.424239 4.097729 -0.177109
C: 1.821076 -0.159988 -4.408937
C: 2.522014 0.902489 -5.252462
C: 2.829193 2.218531 -4.537336
C: 1.629956 3.130589 -4.293794
N: 0.755245 2.600598 -3.249804
C: -0.535982 2.317816 -3.312821
S: -1.328370 1.482860 -2.013291
N: -1.253661 2.617766 -4.387049
C: -2.644673 2.219085 -4.623477
C: -2.790923 0.788353 -5.141351
C: -2.568080 0.625463 -6.642849
C: -1.188471 1.052416 -7.133180
H: 1.737293 -1.092271 -4.967645
H: 0.811361 0.136379 -4.116642
H: 2.392586 -0.368450 -3.500621
H: 1.935488 1.110454 -6.152542
H: 3.467836 0.490517 -5.608230
H: 3.546431 2.786911 -5.132486
H: 3.322817 2.019939 -3.579557
H: 1.074821 3.255772 -5.223312
H: 1.964408 4.124452 -3.988530
H: 1.220083 2.288241 -2.406820
H: -0.763516 3.010017 -5.174606
H: -3.052820 2.932082 -5.341140
H: -3.188854 2.356216 -3.690679
H: -3.798986 0.447963 -4.894926
H: -2.104361 0.143101 -4.584009
H: -3.337057 1.183532 -7.183498
H: -2.725107 -0.424643 -6.895552
H: -1.058633 2.137956 -7.103496
H: -1.038525 0.757479 -8.170712
H: -0.396392 0.590423 -6.538769
S: 1.888663 1.153777 -0.483454

Cartesian forces, eV/Å:
-0.0820 0.1025 -0.0130
-0.0003 -0.0117 0.1192
-0.1289 -0.0170 -0.1637
0.0621 0.0004 0.0596
-0.1243 0.0213 -0.0104
0.0033 0.0097 0.0014
0.1423 0.0644 0.0488
-0.0112 -0.0236 -0.0051
-0.0064 0.0196 -0.0115
-0.0043 -0.0080 -0.0076
-0.0345 0.0066 -0.0331
-0.0181 0.0644 -0.0058
0.0317 0.0178 0.0497
0.0083 -0.1642 -0.0420
0.1056 0.2381 0.2239
-0.1363 -0.1669 -0.2577
0.1020 -0.0146 0.1444
-0.0078 0.0210 -0.0045
-0.0420 0.0044 -0.0511
-0.0160 0.0494 0.0075
0.0021 0.0098 0.0052
0.0190 0.0029 -0.0155
-0.0033 -0.0276 0.0150
-0.0748 -0.0995 -0.0066
0.0718 0.1771 0.1189
0.0187 -0.0871 0.0780
-0.1418 0.1813 -0.1156
-0.0586 -0.0548 0.0180
0.0919 -0.0558 -0.1647
-0.0147 -0.0466 -0.0280
0.0165 -0.0049 -0.0053
-0.0081 -0.0176 -0.0081
-0.0064 -0.0003 -0.0027
0.0107 -0.0014 0.0012
0.0018 0.0117 0.0102
0.0096 0.0028 0.0114
0.0067 -0.0108 0.0021
-0.0042 -0.0072 -0.0065
0.0077 -0.0047 0.0065
0.0014 -0.0072 -0.0007
-0.0066 -0.0044 -0.0049
0.0270 0.0081 0.0018
-0.0168 0.0069 0.0259
-0.0312 0.0126 -0.0073
0.0020 0.0102 -0.0139
-0.0047 0.0104 0.0052
-0.1118 0.0683 0.0594
0.0663 -0.0142 -0.0183
-0.0344 -0.0441 0.0129
0.0536 -0.0264 -0.0171
-0.0438 -0.0068 0.0148
0.0637 0.0438 -0.0040
-0.0969 -0.1048 0.0265
-0.0087 0.0005 0.0012
-0.0078 0.0126 0.0024
0.0126 0.0055 -0.0012
-0.0077 0.0058 -0.0056
-0.0041 0.0020 -0.0261
0.0109 -0.0032 -0.0090
-0.0016 0.0128 0.0041
0.0741 0.0146 -0.0948
-0.0068 0.1397 0.1330
-0.0460 0.0403 0.0221
0.0682 -0.1769 0.0876
0.1035 0.0052 -0.0118
-0.0939 -0.0110 0.0000
-0.0160 -0.0017 0.0075
0.0109 -0.0052 0.0027
-0.0135 -0.0143 -0.0237
0.0025 -0.0068 0.0120
-0.0190 -0.0170 0.0016
-0.0093 0.0039 0.0176
-0.0035 0.0184 -0.0079
-0.0043 -0.0057 0.0118
-0.0203 0.0222 0.0019
0.0204 -0.0070 0.0049
0.0174 -0.0150 -0.0060
-0.0073 -0.0051 -0.0266
-0.0225 -0.0910 -0.0410
0.0005 -0.0018 0.0165
0.0089 -0.0020 0.0028
0.0050 -0.0090 -0.0049
-0.0054 0.0088 0.0027
-0.0048 -0.0011 0.0003
-0.0003 0.0057 0.0009
-0.0015 0.0012 -0.0002
0.0056 0.0194 -0.0015
0.0067 0.0022 -0.0048
0.0196 -0.0069 0.0129
0.2815 -0.0734 -0.1243

As for the HOMO energy (alpha / beta): -12.51 / -12.51 eV. The LUMO energy (alpha / beta) comes out at -6.61 / -6.35 eV. The spin multiplicity is 2. The charge is +2. Its largest force on an atom is 0.34 eV/Å. Its energy above the lowest of the compared OMol25 structures with the same formula, charge and spin is 0.0 kcal per mole. As for the HOMO-LUMO gap (alpha / beta): 5.89 / 6.15 eV. For the total energy, the calculation gives -3169.10493 Ha.